Entry 1:
Here is a molecular structure, C56H51NO4P2Sc from OMol25. Energies are from the ωB97M-V functional and the def2-TZVPD basis.

```
! wB97M-V def2-TZVPD RIJCOSX def2/J DEFGRID3
* xyz 1 1
Sc -15.876 5.043 -15.525
C -19.081 6.140 -10.259
C -19.229 6.783 -11.709
C -20.448 7.694 -11.665
O -19.365 5.790 -12.749
C -18.544 6.054 -13.847
C -17.362 6.704 -13.084
O -18.013 7.517 -12.083
C -16.328 7.618 -13.834
O -15.722 6.790 -14.782
C -15.312 8.067 -12.817
C -15.038 7.392 -11.605
C -13.986 7.850 -10.825
C -13.216 8.942 -11.145
C -13.454 9.617 -12.341
C -14.510 9.191 -13.138
C -16.950 8.830 -14.579
C -17.375 10.025 -13.893
C -17.975 11.036 -14.678
C -18.001 11.034 -16.064
C -17.467 9.914 -16.681
C -17.048 8.813 -15.972
C -18.378 4.762 -14.650
O -17.214 4.085 -14.304
C -18.377 5.130 -16.157
C -19.214 6.185 -16.703
C -19.175 6.611 -18.018
C -18.176 6.132 -18.911
C -17.432 5.046 -18.470
C -17.544 4.514 -17.127
C -19.570 3.777 -14.420
C -20.742 3.845 -15.214
C -21.774 2.988 -14.939
C -21.702 2.019 -13.915
C -20.565 1.954 -13.144
C -19.523 2.865 -13.397
H -19.975 5.594 -9.983
H -18.901 6.929 -9.521
H -18.273 5.445 -10.230
H -21.347 7.080 -11.434
H -20.609 8.139 -12.649
H -20.458 8.508 -10.908
H -19.071 6.870 -14.391
H -16.705 5.931 -12.651
H -15.658 6.597 -11.223
H -13.631 7.236 -10.007
H -12.385 9.219 -10.506
H -12.689 10.317 -12.654
H -14.715 9.730 -14.068
H -17.394 10.047 -12.805
H -18.321 11.955 -14.187
H -18.444 11.824 -16.656
H -17.367 9.913 -17.746
H -16.840 7.892 -16.558
H -20.028 6.566 -16.060
H -19.841 7.454 -18.355
H -18.031 6.601 -19.880
H -16.612 4.623 -19.141
H -17.225 3.473 -17.046
H -20.845 4.629 -15.961
H -22.641 2.941 -15.580
H -22.616 1.443 -13.698
H -20.467 1.276 -12.253
H -18.694 2.894 -12.695
C -11.306 4.164 -16.178
N -12.754 4.048 -16.124
P -13.528 3.446 -14.725
C -13.776 1.676 -14.926
C -14.473 0.897 -13.951
C -14.519 -0.469 -14.075
C -13.842 -1.135 -15.089
C -13.149 -0.388 -16.063
C -13.209 1.007 -16.081
C -12.595 3.443 -13.202
C -13.111 4.133 -12.035
C -12.397 4.024 -10.828
C -11.173 3.407 -10.756
C -10.709 2.718 -11.865
C -11.355 2.764 -13.112
P -13.881 4.905 -17.310
C -13.510 3.953 -18.776
C -14.414 2.911 -19.101
C -14.105 2.043 -20.165
C -12.901 2.136 -20.852
C -12.030 3.170 -20.510
C -12.288 4.063 -19.476
C -13.162 6.514 -17.859
C -12.446 7.259 -16.895
C -11.692 8.351 -17.317
C -11.733 8.759 -18.641
C -12.585 8.137 -19.545
C -13.244 6.960 -19.205
H -10.871 3.189 -16.479
H -10.872 4.388 -15.163
H -11.001 4.935 -16.897
H -14.906 1.431 -13.104
H -15.056 -1.009 -13.302
H -13.826 -2.213 -15.078
H -12.584 -0.900 -16.849
H -12.760 1.588 -16.905
H -14.123 4.522 -12.108
H -12.869 4.520 -9.983
H -10.572 3.350 -9.849
H -9.727 2.284 -11.771
H -10.897 2.168 -13.934
H -15.341 2.794 -18.518
H -14.893 1.325 -20.458
H -12.706 1.480 -21.701
H -11.072 3.274 -21.055
H -11.551 4.798 -19.146
H -12.448 6.915 -15.857
H -11.094 8.812 -16.562
H -11.182 9.648 -18.968
H -12.617 8.467 -20.596
H -13.917 6.412 -19.917
*
```

- LUMO: -2.9 eV
- Relative energy (zero: lowest compared OMol25 entry of this formula, charge and spin): 1.247 eV
- Kohn-Sham gap: 0.2853 Eh
- DFT total energy: -107853.4082 eV
- Strongest force on any atom: 2.78 eV/Å

Entry 2:
Here is 3 unconnected molecules or ions with the total composition C2H5N3O2 from OMol25. Energies are from the ωB97M-V functional and the def2-TZVPD basis.

```
! wB97M-V def2-TZVPD RIJCOSX def2/J DEFGRID3
* xyz 0 1
C -0.248 -0.434 -1.111
C -0.066 -0.364 0.157
N -0.314 -0.252 1.437
O -0.648 -2.230 -0.279
O 0.455 -0.495 -2.203
N 0.717 1.575 -0.217
N 0.836 2.043 0.889
H -0.035 -0.074 -2.925
H -1.594 -2.256 -0.480
H 0.031 0.619 1.874
H -0.454 -1.101 1.960
H 1.322 2.970 0.898
*
```

- LUMO (alpha / beta): 0.4 / 0.4 eV
- Relative energy (zero: lowest compared OMol25 entry of this formula, charge and spin): 8.804 eV
- Kohn-Sham gap (alpha / beta): 0.2851 / 0.2886 Eh
- DFT total energy: -10713.0059 eV
- Strongest force on any atom: 3.13 eV/Å

Entry 3:
Here is a molecular structure, C32H49ClNO3OsPS from OMol25. Energies are from the ωB97M-V functional and the def2-TZVPD basis.

```
! wB97M-V def2-TZVPD RIJCOSX def2/J DEFGRID3
* xyz 0 5
Os 0.518 -0.824 1.401
Cl 0.736 -1.198 3.712
P 0.024 -0.107 -0.736
C -1.828 -0.397 2.281
H -2.209 -1.033 3.100
H -2.591 -0.114 1.541
C 1.848 0.166 -1.141
C -0.872 1.566 -0.870
C 2.343 0.303 -2.586
H 2.064 1.128 -0.642
C 3.816 0.734 -2.534
H 2.253 -0.661 -3.108
H 1.751 1.040 -3.145
C 4.692 -0.199 -1.683
H 4.218 0.790 -3.553
H 3.870 1.749 -2.116
C 4.097 -0.511 -0.313
H 4.836 -1.143 -2.226
H 5.681 0.251 -1.546
C 2.631 -0.931 -0.429
H 4.658 -1.310 0.186
H 4.132 0.366 0.348
H 2.556 -1.867 -1.002
H 2.245 -1.123 0.626
C -0.687 -1.117 -2.184
C -2.379 1.427 -1.115
H -0.744 1.975 0.146
C -3.081 2.792 -1.060
H -2.559 0.967 -2.097
H -2.821 0.749 -0.372
C -2.420 3.841 -1.960
H -4.131 2.667 -1.351
H -3.077 3.150 -0.021
C -0.904 3.934 -1.762
H -2.634 3.605 -3.012
H -2.871 4.823 -1.771
C -0.200 2.570 -1.820
H -0.468 4.595 -2.521
H -0.684 4.384 -0.783
H -0.209 2.183 -2.851
H 0.850 2.712 -1.530
C 0.028 -2.450 -2.439
H -1.708 -1.341 -1.819
C -0.774 -3.323 -3.417
H 1.026 -2.253 -2.861
H 0.188 -3.001 -1.507
C -1.058 -2.610 -4.744
H -0.224 -4.251 -3.609
H -1.729 -3.601 -2.948
C -1.618 -1.194 -4.545
H -0.133 -2.552 -5.334
H -1.765 -3.198 -5.340
C -0.811 -0.372 -3.528
H -1.643 -0.660 -5.505
H -2.659 -1.263 -4.193
H 0.199 -0.186 -3.929
H -1.284 0.611 -3.413
C -0.423 -2.657 1.163
C -1.983 -2.258 1.262
H -0.228 -3.043 0.137
C -2.801 -3.139 2.104
H -2.422 -1.740 0.390
C -2.038 -3.396 3.428
H -3.814 -2.704 2.270
H -2.895 -4.132 1.619
C -0.832 -4.298 3.174
H -1.658 -2.481 3.895
H -2.703 -3.905 4.132
C 0.110 -3.780 2.089
H -0.250 -4.463 4.090
H -1.181 -5.301 2.897
H 1.030 -3.467 2.597
H 0.428 -4.629 1.455
O -1.591 0.884 3.036
C -0.474 1.555 2.856
N 0.391 1.154 1.921
S 1.820 2.202 1.923
O 2.986 1.382 2.095
O 1.679 3.066 0.771
C 1.304 2.956 3.418
C 2.102 3.686 4.289
C 1.568 4.032 5.543
C 0.264 3.655 5.895
C -0.521 2.914 5.021
C 0.003 2.575 3.754
H 3.113 3.973 4.005
H 2.174 4.577 6.250
H -0.127 3.933 6.880
H -1.516 2.561 5.274
*
```

- LUMO (alpha / beta): -0.6 / -1.1 eV
- Relative energy (zero: lowest compared OMol25 entry of this formula, charge and spin): 1.704 eV
- Kohn-Sham gap (alpha / beta): 0.1636 / 0.2473 Eh
- DFT total energy: -76720.0467 eV
- Strongest force on any atom: 4.22 eV/Å

Entry 4:
Here is 2 unconnected molecules or ions with the total composition C4H12O from OMol25. Energies are from the ωB97M-V functional and the def2-TZVPD basis.

```
! wB97M-V def2-TZVPD RIJCOSX def2/J DEFGRID3
* xyz 0 1
C 0.068 0.835 0.501
C 1.409 1.459 0.766
C 2.572 0.429 0.914
H 0.101 0.277 -0.444
H -0.696 1.628 0.637
H -0.423 0.099 1.169
H 1.731 2.254 0.068
H 1.482 2.069 1.667
H 2.811 0.095 -0.109
H 3.350 0.798 1.539
H 2.256 -0.481 1.417
C -2.680 -1.460 -1.103
O -2.223 -2.111 -2.269
H -1.943 -1.560 -0.257
H -3.519 -2.030 -0.731
H -2.979 -0.435 -1.321
H -1.315 -1.867 -2.444
*
```

- LUMO: 0.9 eV
- Relative energy (zero: lowest compared OMol25 entry of this formula, charge and spin): 1.208 eV
- Kohn-Sham gap: 0.4174 Eh
- DFT total energy: -6388.9133 eV
- Strongest force on any atom: 2.47 eV/Å
- SMILES: CCC.CO

Entry 5:
Here is 2 unconnected molecules or ions with the total composition H8N2Si2 from OMol25. Energies are from the ωB97M-V functional and the def2-TZVPD basis.

```
! wB97M-V def2-TZVPD RIJCOSX def2/J DEFGRID3
* xyz 0 3
N -1.580 1.442 -0.354
N -1.885 -0.926 0.841
Si 2.627 -0.077 0.017
Si -1.108 -0.176 -0.502
H -1.274 2.085 -1.056
H -2.543 1.349 -0.194
H -2.091 -1.874 1.014
H -2.221 -0.449 1.610
H 1.915 -1.338 0.505
H 2.603 1.123 0.812
H 3.655 0.070 -0.936
H -1.488 -0.748 -1.762
*
```

- LUMO (alpha / beta): 1.1 / -0.9 eV
- Relative energy (zero: lowest compared OMol25 entry of this formula, charge and spin): 0.000 eV
- Kohn-Sham gap (alpha / beta): 0.2545 / 0.3322 Eh
- DFT total energy: -18861.8311 eV
- Strongest force on any atom: 2.40 eV/Å

Entry 6:
Here is C4H9NO in the gas phase from OMol25. Energies are from the ωB97M-V functional and the def2-TZVPD basis.

```
! wB97M-V def2-TZVPD RIJCOSX def2/J DEFGRID3
* xyz 0 1
C -2.004 0.044 -0.170
C -0.589 0.596 0.015
O -0.316 0.910 1.361
C 0.451 -0.449 -0.457
C 1.925 -0.075 -0.169
N 0.926 -1.340 0.485
H -2.742 0.763 0.201
H -2.221 -0.160 -1.228
H -2.123 -0.892 0.391
H -0.477 1.520 -0.571
H 0.063 0.076 1.713
H 0.297 -0.799 -1.491
H 1.974 0.897 0.324
H 2.558 -0.260 -1.036
H 2.277 -0.830 0.631
*
```

- LUMO: 0.9 eV
- Relative energy (zero: lowest compared OMol25 entry of this formula, charge and spin): 4.581 eV
- Kohn-Sham gap: 0.3598 Eh
- DFT total energy: -7827.7386 eV
- Strongest force on any atom: 0.38 eV/Å

Entry 7:
Here is a molecular structure, C11H12F6MnNO3Sb from OMol25. Energies are from the ωB97M-V functional and the def2-TZVPD basis.

```
! wB97M-V def2-TZVPD RIJCOSX def2/J DEFGRID3
* xyz 2 6
Mn -0.217 -0.216 -0.823
C 0.759 -2.414 -3.653
C -0.585 -2.295 -3.031
C -1.756 -3.073 -3.507
O -0.876 -0.993 -2.602
C 0.145 -3.104 -1.094
O 0.273 -4.256 -1.122
O 0.227 -2.059 -0.445
H 0.681 -2.006 -4.670
H 1.062 -3.455 -3.727
H 1.524 -1.839 -3.129
H -2.062 -2.683 -4.486
H -2.607 -3.008 -2.829
H -1.483 -4.118 -3.642
H -1.777 -0.698 -2.847
N 0.566 0.399 0.750
C 0.922 0.834 1.767
C 1.372 1.367 2.977
C 1.843 2.696 2.995
C 2.298 3.213 4.188
C 2.290 2.422 5.336
C 1.825 1.107 5.313
C 1.361 0.564 4.134
H 1.838 3.292 2.094
H 2.660 4.231 4.231
H 2.655 2.837 6.267
H 1.830 0.513 6.215
H 1.000 -0.454 4.094
F -0.344 1.425 -1.552
Sb -2.510 2.093 -1.256
F -2.235 0.210 -0.562
F -2.595 1.165 -2.900
F -4.297 2.043 -0.821
F -2.043 3.691 -2.051
F -1.746 2.570 0.389
*
```

- LUMO (alpha / beta): -10.4 / -9.6 eV
- Kohn-Sham gap (alpha / beta): 0.2015 / 0.2301 Eh
- DFT total energy: -73382.1167 eV
- Strongest force on any atom: 1.29 eV/Å

Entry 8:
Here is 2 unconnected molecules or ions with the total composition C9H21O3P from OMol25. Energies are from the ωB97M-V functional and the def2-TZVPD basis.

```
! wB97M-V def2-TZVPD RIJCOSX def2/J DEFGRID3
* xyz 0 1
C -2.862 -2.410 0.655
C -3.281 2.562 -0.375
C 3.464 0.865 0.109
C 2.730 -1.449 0.582
C 2.138 -0.374 -1.681
C -1.539 -1.851 0.927
C -1.864 2.139 -0.097
C -0.726 -0.062 -0.453
C 2.390 -0.165 -0.124
O 0.779 0.497 2.014
O -1.035 -1.331 -0.365
O -1.849 0.617 -0.032
P 0.822 0.437 0.563
H -3.631 -1.565 0.503
H -2.863 -3.184 -0.152
H -3.343 -2.989 1.463
H -3.859 2.839 0.583
H -3.422 3.471 -0.935
H -3.763 1.633 -0.854
H 4.326 0.384 -0.011
H 3.430 1.582 -0.705
H 3.344 1.405 1.075
H 1.973 -2.307 0.470
H 2.800 -1.203 1.660
H 3.605 -2.127 0.495
H 1.820 0.512 -2.152
H 3.151 -0.614 -1.983
H 1.661 -1.307 -1.952
H -0.787 -2.705 1.243
H -1.598 -1.027 1.707
H -1.381 2.460 0.859
H -1.131 2.415 -0.798
H -0.327 0.232 -1.530
H 0.831 2.621 -0.710
*
```

- LUMO (alpha / beta): -0.3 / -0.3 eV
- Relative energy (zero: lowest compared OMol25 entry of this formula, charge and spin): 4.518 eV
- Kohn-Sham gap (alpha / beta): 0.2933 / 0.2937 Eh
- DFT total energy: -25099.6064 eV
- Strongest force on any atom: 4.32 eV/Å

Q: What is the strongest force on any atom in the second record?
A: 3.13 eV/Å